This record from OMol25 describes a structure of composition C31H50F3O27Rb in a non-equilibrium geometry. The level of theory is wB97M-V/def2-TZVPD.

The geometry in ORCA input format:
```
! RIJCOSX wB97M-V def2-TZVPD def2/J DEFGRID3
* xyz -2 1
Rb -8.0904 -4.9114 -1.7299
C -2.3279 -1.9109 -1.0812
O -1.6771 -1.2776 -2.1464
O -3.0540 -3.0266 -1.5662
C -1.3770 -2.0222 0.1435
F -1.8450 -2.7460 1.1372
F -0.1536 -2.5319 -0.2264
F -1.1264 -0.8957 0.7746
C -1.9169 0.0776 -2.4314
C -0.6979 0.7128 -3.0348
H 0.0758 0.6026 -2.2749
H -0.3397 0.2787 -3.9683
H -0.8230 1.7553 -3.3272
H -2.2687 0.6639 -1.5825
H -2.6944 0.1001 -3.1949
H -3.0818 -1.2827 -0.6067
C -8.6458 2.9547 -2.0211
C -8.1813 4.2198 -2.2336
C -7.3311 4.5943 -3.3957
O -6.7889 5.8125 -3.4657
C -6.9414 3.6155 -4.2964
C -7.3849 2.2261 -4.1448
C -8.2980 1.8466 -2.8921
O -8.8528 0.7552 -2.8316
O -7.1360 1.3281 -5.0070
O -8.7716 5.0990 -1.4809
H -9.2690 2.7478 -1.1636
H -6.3003 3.8688 -5.1278
C 8.9068 2.6528 -5.3571
O 7.8034 3.3814 -5.0310
C 7.1185 3.3203 -3.8684
O 7.3075 2.4228 -3.0737
O 6.4949 4.3997 -3.6488
C 5.6831 4.4651 -2.4796
H 9.3475 2.9278 -6.3154
H 8.5100 1.6392 -5.4154
H 9.7422 2.6748 -4.6573
H 5.0565 5.3455 -2.6225
H 6.3717 4.5288 -1.6371
H 4.9975 3.6442 -2.2696
C -0.3349 -1.9408 8.1613
O 0.5028 -2.7694 8.9813
C 0.2324 -2.9718 10.3257
O -0.7179 -2.6029 10.9652
O 1.2556 -3.7324 10.7861
C 1.3215 -3.8694 12.2089
H -0.0600 -2.1428 7.1261
H -0.2647 -0.8696 8.3502
H -1.3877 -2.1759 8.3179
H 1.4772 -2.8760 12.6299
H 2.1521 -4.5519 12.3889
H 0.4413 -4.3027 12.6839
C 0.5122 -9.2665 6.7173
O -0.5317 -8.3206 6.9866
C -1.6030 -8.0865 6.1530
O -1.8242 -8.5954 5.0728
O -2.4919 -7.3216 6.8318
C -3.8080 -7.0342 6.1541
H 1.1106 -9.2264 7.6275
H 1.1660 -8.8457 5.9533
H 0.0655 -10.2396 6.5130
H -4.4021 -6.3525 6.7628
H -4.4243 -7.9136 5.9672
H -3.4990 -6.3695 5.3474
C 1.5922 -3.0565 -10.7978
O 2.6320 -2.7273 -9.8419
C 2.4046 -2.5905 -8.5693
O 1.3415 -2.7435 -7.9061
O 3.5483 -2.1499 -8.0166
C 3.8603 -2.1069 -6.5986
H 1.8889 -2.7612 -11.8043
H 0.7276 -2.3994 -10.7046
H 1.0770 -4.0149 -10.7330
H 3.6064 -1.1310 -6.1847
H 4.9416 -2.1085 -6.4613
H 3.4351 -2.9281 -6.0215
C 4.4240 -0.5893 1.7468
O 4.1390 -0.9805 3.1520
C 4.8096 -2.0079 3.7913
O 5.7249 -2.6727 3.2466
O 4.3250 -2.1835 5.0593
C 4.9469 -2.9970 6.0006
H 3.8226 0.2045 1.3036
H 4.1666 -1.4803 1.1741
H 5.4824 -0.3700 1.6056
H 4.1973 -3.3923 6.6860
H 5.5960 -2.4912 6.7154
H 5.3204 -3.9746 5.6958
C -1.0028 6.1865 -7.3064
O 0.3587 6.3618 -7.6011
C 0.9250 5.3657 -8.1981
O 0.3839 4.4410 -8.7583
O 2.3371 5.4366 -8.1043
C 3.0895 4.1827 -8.1525
H -1.0340 5.2377 -6.7707
H -1.7230 6.2607 -8.1212
H -1.3086 6.9224 -6.5627
H 2.9051 3.7402 -9.1314
H 2.7286 3.4231 -7.4591
H 4.1440 4.4567 -8.1865
C -4.5271 3.7538 3.2241
O -3.6521 4.5746 3.9032
C -3.9095 4.9503 5.1916
O -4.8828 4.5625 5.8130
O -2.9673 5.7828 5.6659
C -3.0843 6.2871 7.0497
H -4.1650 2.7265 3.1844
H -4.6567 4.1294 2.2091
H -5.4568 3.7957 3.7917
H -2.3718 7.0895 7.2410
H -3.0090 5.5622 7.8603
H -4.0591 6.7443 7.2193
*
```

Values from the calculation:
* LUMO energy: 1.33 eV
* orbital gap: 1.52 eV
* highest occupied orbital energy: -0.187 eV
* energy relative to the best compared isomer or geometry (same formula, charge and spin): 12.4 kcal per mole

=====

This record from OMol25 describes a cluster of 6 separate species, C31H50F5N7O6PS in total in a non-equilibrium geometry. The level of theory is wB97M-V/def2-TZVPD.

The geometry in ORCA input format:
```
! RIJCOSX wB97M-V def2-TZVPD def2/J DEFGRID3
* xyz 1 1
C -1.6202 -4.4220 1.8835
C -0.5182 -3.9014 1.0283
O 0.6022 -4.3160 1.0414
N -0.8758 -2.7899 0.1630
C -1.5483 -3.2196 -1.0695
C 0.1904 -1.8971 -0.0272
N 1.1108 -2.2178 -0.9582
C 2.1514 -1.4356 -1.2744
C 2.3175 -0.2383 -0.6345
C 1.4043 0.1275 0.3575
P 1.7514 1.7299 1.1865
S 2.6376 1.3225 2.8665
C 0.3206 -0.7029 0.6738
C -0.7787 -0.3985 1.6849
F -0.4984 0.6692 2.4491
F -0.8321 -1.4663 2.5386
C -2.1302 -0.2052 1.0210
C -2.2304 0.7507 0.0159
C -3.4514 0.9871 -0.5959
C -4.5566 0.2421 -0.2057
C -4.4473 -0.7163 0.7892
C -5.6501 -1.5098 1.2170
F -5.4741 -2.8225 0.9706
F -5.8655 -1.3800 2.5319
F -6.7613 -1.1311 0.5827
C -3.2292 -0.9480 1.4102
H -2.5852 -4.2354 1.4188
H -1.4663 -5.4649 2.1261
H -1.6033 -3.8118 2.7855
H -1.7504 -2.3556 -1.6964
H -2.4926 -3.6974 -0.8318
H -0.9580 -3.9247 -1.6638
H 1.0224 -3.0923 -1.4578
H 2.8366 -1.7752 -2.0336
H 3.1457 0.3988 -0.8976
H 2.5772 2.4010 0.2763
H 0.5688 2.4479 1.3628
H -1.3507 1.3079 -0.2791
H -3.5463 1.7423 -1.3596
H -5.5167 0.4264 -0.6617
H -3.1276 -1.6860 2.1896
C 2.8356 -7.7322 3.9154
O 1.6368 -7.9258 3.9954
N 3.4575 -7.2672 2.8163
C 4.8891 -7.0459 2.7691
C 2.6464 -6.9832 1.6447
H 3.5235 -7.9247 4.7563
H 5.1028 -5.9958 2.5588
H 5.3419 -7.6613 1.9894
H 5.3364 -7.3085 3.7251
H 1.8939 -6.2356 1.8881
H 2.1359 -7.8908 1.3197
H 3.2795 -6.6142 0.8410
C 1.3591 4.9512 0.5013
O 1.6315 4.5550 1.6325
N 0.6487 6.0421 0.2307
C 0.3645 6.4610 -1.1373
C 0.1484 6.8371 1.3437
H 1.6938 4.4252 -0.4117
H 0.7789 7.4557 -1.3060
H -0.7131 6.4937 -1.2966
H 0.8021 5.7738 -1.8483
H 0.9782 7.1895 1.9556
H -0.5034 6.2320 1.9740
H -0.4057 7.6871 0.9563
C 2.2602 -7.6987 9.5511
O 2.5230 -7.3804 10.6929
N 1.7582 -6.8621 8.6205
C 1.4638 -7.2937 7.2678
C 1.5075 -5.4823 8.9977
H 2.4157 -8.7239 9.1725
H 2.0497 -6.7118 6.5545
H 0.4040 -7.1503 7.0507
H 1.7051 -8.3466 7.1433
H 2.4322 -5.0079 9.3280
H 0.7950 -5.4405 9.8220
H 1.1067 -4.9416 8.1437
C 0.5693 6.3733 -5.0715
O 0.4855 5.8157 -3.9847
N 1.7209 6.8433 -5.5830
C 1.7701 7.5040 -6.8729
C 2.9481 6.6885 -4.8208
H -0.3052 6.5366 -5.7158
H 2.4313 6.9612 -7.5514
H 2.1407 8.5244 -6.7617
H 0.7729 7.5393 -7.3059
H 3.1464 5.6313 -4.6385
H 2.8574 7.1878 -3.8555
H 3.7775 7.1214 -5.3736
C -2.7126 5.3190 -6.0017
O -2.3068 6.3734 -5.5474
N -3.2238 5.1657 -7.2351
C -3.6921 3.8842 -7.7251
C -3.3110 6.3311 -8.1024
H -2.6902 4.3821 -5.4191
H -3.1300 3.5906 -8.6135
H -4.7511 3.9422 -7.9820
H -3.5587 3.1239 -6.9583
H -2.3191 6.7517 -8.2683
H -3.9306 7.0981 -7.6384
H -3.7447 6.0412 -9.0554
*
```

Values from the calculation:
* LUMO energy: -4.45 eV
* orbital gap: 5.74 eV
* highest occupied orbital energy: -10.185 eV
* energy relative to the best compared isomer or geometry (same formula, charge and spin): 0.0 kcal per mole

=====

This record from OMol25 describes a structure of composition C31H50LaO3P2S in a non-equilibrium geometry. The level of theory is wB97M-V/def2-TZVPD.

The geometry in ORCA input format:
```
! RIJCOSX wB97M-V def2-TZVPD def2/J DEFGRID3
* xyz 1 1
La 0.2777 0.2242 -0.0292
C -1.1780 0.2296 2.0489
C -1.3969 -1.1052 1.4929
C 0.9245 -0.9027 1.9956
C 0.2779 0.3690 2.3616
C -0.1123 -1.8168 1.4660
C -2.2254 1.2205 2.3725
H -3.0767 1.1419 1.7023
H -1.8342 2.2376 2.3052
H -2.5315 1.0339 3.3971
C 0.9809 1.5663 2.8616
H 0.3428 2.4421 2.8104
H 1.8839 1.7970 2.2810
H 1.2319 1.3499 3.8864
C 2.3768 -1.2057 2.1288
H 2.4828 -1.4710 3.1775
H 2.9935 -0.3343 1.8963
H 2.6748 -2.0430 1.5014
C 0.1188 -3.2323 1.0333
H -0.0033 -3.8273 1.9417
H 1.1283 -3.3830 0.6400
H -0.6122 -3.5572 0.2981
C -2.7245 -1.7067 1.1702
H -2.9882 -2.2699 2.0678
H -2.6726 -2.3861 0.3252
H -3.4683 -0.9401 0.9926
C -0.4075 1.8463 -1.5204
C -1.6315 1.4654 -0.9186
C -2.6323 0.6046 -1.5462
C -2.0608 -0.6246 -2.3042
C -0.9047 -1.3161 -1.7219
C 0.4486 -1.0474 -2.0793
C 0.8465 0.0657 -2.9698
C 0.0912 1.4203 -2.8107
H -3.1570 1.2832 -2.2428
H -1.7891 -0.3436 -3.3253
H -3.3866 0.2754 -0.8131
H -0.7777 1.4405 -3.4685
H 0.2399 2.5506 -0.9102
H -1.9183 1.9901 0.0083
H 0.7657 2.2254 -3.1524
H 1.9400 0.2489 -2.8938
H 1.2441 -1.7374 -1.7016
H 0.6722 -0.3467 -3.9793
H -2.8582 -1.3833 -2.3921
H -1.0810 -2.2301 -1.1151
P 2.0980 -0.5010 -7.0895
P 3.9735 -3.0265 -7.6106
C 2.5127 -0.9283 -8.8679
C 3.7791 -1.7838 -9.0023
H 2.6458 0.0239 -9.3997
H 1.6466 -1.4444 -9.3130
H 3.7518 -2.3545 -9.9392
H 4.6780 -1.1441 -9.0214
C 5.6601 -3.6462 -7.9929
H 5.8644 -4.5330 -7.3734
H 6.4081 -2.8804 -7.7337
H 5.7757 -3.9159 -9.0516
C 2.9785 -4.4009 -8.3508
H 3.2958 -4.6299 -9.3779
H 1.9126 -4.1326 -8.3515
H 3.0997 -5.3018 -7.7292
C 2.3844 1.3197 -7.1737
H 2.0433 1.7827 -6.2349
H 1.8482 1.7794 -8.0172
H 3.4614 1.5221 -7.2797
C 0.2611 -0.5211 -7.1908
H -0.0995 -1.5579 -7.2835
H -0.1097 0.0656 -8.0430
H -0.1544 -0.1035 -6.2587
C -2.2497 5.6937 7.4136
C -1.9152 5.3486 5.9959
C -1.8951 6.3081 4.9654
C -1.5804 5.9441 3.6345
C -1.2796 4.6262 3.3080
C -1.2984 3.6858 4.3245
C -1.6125 4.0383 5.6516
S -0.8354 4.2544 1.2705
O -2.1243 4.3360 0.6931
O 0.0679 5.3061 1.0425
O -0.1649 2.9249 1.0456
H -1.5420 6.4245 7.7951
H -3.2486 6.1132 7.4680
H -2.2119 4.8211 8.0473
H -2.1314 7.3464 5.2211
H -1.5829 6.7381 2.8781
H -1.0847 2.6234 4.1970
H -1.6165 3.2529 6.4203
*
```

Values from the calculation:
* LUMO energy: -4.56 eV
* orbital gap: 5.12 eV
* highest occupied orbital energy: -9.682 eV
* energy relative to the best compared isomer or geometry (same formula, charge and spin): 137.7 kcal per mole

=====

This record from OMol25 describes a structure of composition C31H50N3OP2Re in a non-equilibrium geometry. The level of theory is wB97M-V/def2-TZVPD.

The geometry in ORCA input format:
```
! RIJCOSX wB97M-V def2-TZVPD def2/J DEFGRID3
* xyz 3 4
C -0.8488 2.5391 -0.5471
C -2.3425 0.7596 -0.7469
C -1.7170 3.3571 -1.3117
C -3.2440 1.4821 -1.5169
C -2.9435 2.8349 -1.7061
H -1.3692 4.3817 -1.5132
H -4.1095 0.9613 -1.9625
H -3.6732 3.4912 -2.2368
N -1.3642 1.3760 -0.0250
P 1.2482 1.9922 1.1017
P -1.5035 -1.9860 0.1319
C 0.6213 2.8100 -0.4410
H 1.1727 2.4124 -1.3136
H 0.7877 3.8894 -0.4430
C 1.4517 -1.4274 1.3037
O 2.2267 -2.2721 1.5428
C -2.0569 -0.6794 -1.2226
H -2.9476 -1.0895 -1.7515
C -1.4983 -3.5050 -1.3500
C -1.9385 -3.0877 1.8008
C 3.1296 1.8911 0.7689
C 0.8669 3.4957 2.3309
C 0.0039 -3.8186 -1.3977
H 0.4635 -4.0038 -0.4244
H 0.1486 -4.7098 -2.0196
H 0.5447 -2.9819 -1.8560
C -2.3786 -4.7032 -1.0373
H -2.1827 -5.2379 -0.1169
H -3.4370 -4.4171 -1.0541
H -2.2513 -5.4421 -1.8408
C -2.0471 -3.1465 -2.8306
H -1.5254 -3.8563 -3.5180
H -3.1410 -3.3485 -2.9505
H -1.8690 -2.1054 -3.1460
C -0.9835 -4.2667 1.8823
H 0.0441 -3.9250 2.0263
H -1.2495 -4.8808 2.7488
H -0.9634 -4.9327 1.0309
C -1.7328 -2.2866 3.0846
H -0.6617 -2.1520 3.3093
H -2.2679 -1.3229 3.1027
H -2.1219 -2.8792 3.9312
C -3.4320 -3.3780 1.6899
H -3.6984 -4.0888 0.9084
H -3.7884 -3.8059 2.6401
H -3.9980 -2.4500 1.5107
C 1.7158 3.3745 3.6006
H 1.3163 4.0813 4.3425
H 1.6926 2.3890 4.0788
H 2.7642 3.6506 3.4387
C -0.6263 3.4468 2.6761
H -1.2567 3.5251 1.7840
H -0.9266 2.5540 3.2295
H -0.8543 4.3053 3.3224
C 1.1035 4.8798 1.7162
H 1.0426 5.6164 2.5282
H 2.0807 5.0101 1.2506
H 0.3324 5.1592 0.9916
C 3.3488 1.0307 -0.4867
H 2.8800 1.4503 -1.3849
H 4.4302 0.9505 -0.6742
H 2.9628 0.0119 -0.3500
C 3.8134 1.2003 1.9505
H 3.4768 0.1647 2.0765
H 4.8902 1.1687 1.7457
H 3.6734 1.7311 2.8946
C 3.7206 3.2736 0.5322
H 3.2266 3.8099 -0.2833
H 3.7295 3.8958 1.4283
H 4.7682 3.1471 0.2361
Re 0.1257 -0.0675 0.8940
N 0.2966 -0.3064 -0.9140
C -0.7335 -0.4582 -1.7718
C -0.1057 -0.4437 -3.1356
C 1.1734 -1.0116 -3.0933
C -0.5709 0.0558 -4.3800
C 2.0267 -1.0370 -4.1632
H 1.5173 -1.4827 -2.1835
C 0.2653 0.0109 -5.5034
H -1.6114 0.4236 -4.4025
C 1.5901 -0.5510 -5.4241
H 3.0293 -1.4483 -4.0951
H -0.0882 0.4061 -6.4737
H 2.1987 -0.5618 -6.3447
N 0.0586 0.2559 3.1540
H -0.9106 0.3095 3.4522
H 0.5255 1.1021 3.4901
H 0.4855 -0.5095 3.6843
*
```

Values from the calculation:
* LUMO energy (spin up / spin down): -9.90 / -12.15 eV
* orbital gap (spin up / spin down): 6.79 / 4.84 eV
* highest occupied orbital energy (spin up / spin down): -16.688 / -16.988 eV

=====

This record from OMol25 describes a structure of composition C31H50O2OsP2 in a non-equilibrium geometry. The level of theory is wB97M-V/def2-TZVPD.

The geometry in ORCA input format:
```
! RIJCOSX wB97M-V def2-TZVPD def2/J DEFGRID3
* xyz 2 5
Os -0.4440 0.1133 -0.8315
C -1.8266 1.6232 -0.0974
C -2.3361 0.7762 -1.1557
C -1.9361 -0.5236 0.7334
C -1.7102 0.8333 1.0857
C -2.3874 -0.5706 -0.6311
C -1.8050 3.1229 -0.1768
H -1.4641 3.4433 -1.1664
H -1.1425 3.5506 0.5808
H -2.8175 3.5267 -0.0287
C -1.6249 1.3342 2.4827
H -1.4665 2.4103 2.5261
H -0.8060 0.8217 3.0007
H -2.5520 1.0946 3.0333
C -2.0721 -1.6442 1.7282
H -3.0407 -1.6000 2.2537
H -1.2730 -1.5625 2.4794
H -2.0057 -2.6250 1.2425
C -3.0923 -1.7111 -1.2948
H -4.1402 -1.4657 -1.4918
H -3.0361 -2.6132 -0.6761
H -2.6113 -1.9092 -2.2501
C -2.9536 1.2544 -2.4068
H -4.0039 1.5504 -2.2430
H -2.9313 0.4525 -3.1364
H -2.4061 2.1216 -2.7775
C 1.5450 0.4734 -2.9004
C 0.3917 1.1734 -3.0576
C -0.1774 1.4047 -4.4545
C -1.0905 0.2588 -4.9446
C -1.0009 -0.9721 -4.0756
C 0.1267 -1.7140 -4.0018
C 1.4180 -1.3666 -4.6975
C 2.2414 -0.2265 -4.0386
H 0.6211 1.5463 -5.2061
H -0.8581 0.0329 -6.0021
H -0.7525 2.3432 -4.4732
H 2.5317 0.4822 -4.8321
H 2.1371 0.5380 -1.9738
H -0.0100 1.8463 -2.2562
H 3.1945 -0.6430 -3.6893
H 2.0382 -2.2788 -4.7175
H 0.0641 -2.7743 -3.7418
H 1.2600 -1.1086 -5.7586
H -2.1273 0.6156 -4.9570
H -1.9688 -1.4206 -3.8470
P 1.6068 1.5610 0.3050
C 1.3433 2.5036 1.8472
H 2.2787 3.0355 2.0740
H 1.1242 1.7984 2.6578
H 0.5219 3.2182 1.7333
C 3.2001 0.7528 0.6848
H 3.8878 1.5598 0.9585
H 3.5908 0.2131 -0.1757
H 3.0848 0.0817 1.5645
C 1.9782 2.9669 -0.8134
H 2.1996 2.6241 -1.8277
H 2.8338 3.5112 -0.3986
H 1.0988 3.6218 -0.8481
P 0.8308 -2.0377 -0.4102
C -0.1870 -3.3703 -1.1432
H 0.4683 -4.2038 -1.4266
H -0.7067 -3.0013 -2.0302
H -0.9296 -3.7167 -0.4147
C 2.4419 -2.1639 -1.2475
H 2.3748 -1.7403 -2.2527
H 2.7201 -3.2224 -1.3208
H 3.1989 -1.6259 -0.6678
C 1.2263 -2.8373 1.1861
H 1.4497 -3.9026 1.0253
H 0.3686 -2.7431 1.8580
H 2.0794 -2.3324 1.6583
O 2.9378 -0.6221 3.2349
C 1.7443 -0.6235 3.6470
O 0.7060 -0.5058 2.9202
C 1.5153 -0.7856 5.1257
C 0.2112 -0.7737 5.6575
C 0.0056 -0.8692 7.0399
C 1.1051 -0.9906 7.9001
C 2.4089 -1.0269 7.3761
C 2.6065 -0.9279 5.9929
H -0.6352 -0.6871 4.9741
H -1.0130 -0.8479 7.4354
H 0.9490 -1.0604 8.9828
H 3.2699 -1.1287 8.0332
H 3.6094 -0.9536 5.5604
*
```

Values from the calculation:
* LUMO energy (spin up / spin down): -5.43 / -9.68 eV
* orbital gap (spin up / spin down): 5.98 / 3.99 eV
* highest occupied orbital energy (spin up / spin down): -11.411 / -13.673 eV